Computed, not measured: 8 unconnected molecules or ions with the total composition C25H44F2N3O7S, with ωB97M-V/def2-TZVPD.

Summary:
* molar mass: 568.70 g/mol
* orbital gap: 9.13 eV
* energy relative to the best compared isomer or geometry (same formula, charge and spin): 64.77 kcal per mole
* largest force on an atom: 11.03 eV/Å
* net charge: +1

Geometry (Å):
C1 -2.0630 2.4584 1.8003
C2 -0.9393 2.9507 0.8493
O1 -0.9117 4.1813 0.4416
N1 0.2396 1.9435 0.6041
H1 0.4516 1.3242 1.4075
H2 -0.0715 1.2443 -0.0162
C3 1.4336 2.6045 0.0249
H3 -2.8333 3.1618 1.9862
H4 -1.6397 2.0686 2.7500
H5 -2.5178 1.7141 1.4657
H6 1.4963 2.8463 -0.9421
H7 2.4258 1.9847 0.2960
H8 1.7495 3.5331 0.6063
C4 -2.9196 -0.8672 -3.3088
C5 -2.7679 0.6773 -3.7170
O2 -2.7646 1.0173 -4.8197
N2 -2.4566 1.4565 -2.5604
H9 -3.2502 1.2547 -2.1909
H10 -1.7910 1.0060 -1.8471
C6 -2.0550 2.9348 -2.8723
H11 -3.8309 -0.9702 -2.7880
H12 -2.2932 -1.2394 -2.5323
H13 -2.6460 -1.3615 -4.4044
H14 -1.7738 3.5576 -2.0037
H15 -2.7871 3.4015 -3.4702
H16 -1.1369 2.8872 -3.5672
C7 1.5376 -2.0866 -0.0060
C8 0.1649 -2.4284 0.4017
O3 -0.2293 -3.5987 0.3625
N3 -0.6544 -1.2763 0.9448
H17 -0.0740 -0.6641 1.6710
H18 -0.6352 -0.6653 0.0505
C9 -2.1213 -1.4528 1.2649
H19 2.2894 -2.5837 0.9092
H20 1.6694 -0.9780 -0.4587
H21 1.7722 -2.7415 -0.7283
H22 -2.1833 -2.1278 2.1358
H23 -2.6518 -1.9625 0.4698
H24 -2.8448 -0.6772 1.5720
O4 -0.6065 0.1444 -1.2626
H25 0.0868 -0.2333 -2.1031
O5 0.8299 0.2429 2.4918
H26 1.5801 -0.0247 3.0363
F1 3.5665 -1.0590 -2.1908
C10 3.8194 0.2964 -1.8800
C11 4.7535 0.4606 -0.7657
C12 5.0795 1.8120 -0.3913
C13 4.5357 2.9292 -1.2414
C14 3.8389 2.6773 -2.3627
C15 3.4799 1.2401 -2.7340
H27 5.2469 -0.4361 -0.2048
H28 5.5932 2.0918 0.5756
H29 4.6542 3.9832 -0.7816
H30 3.3070 3.3671 -3.0667
H31 3.0197 0.8447 -3.7046
F2 0.1057 -4.6170 -5.1600
C16 0.1459 -3.3013 -5.0176
C17 0.5979 -2.6198 -3.9312
C18 0.6348 -1.2040 -3.8026
C19 0.1034 -0.5124 -4.7854
C20 -0.4326 -1.0797 -5.9707
C21 -0.4394 -2.4558 -6.0448
H32 1.0480 -3.2096 -3.1663
H33 1.0460 -0.8633 -3.0705
H34 0.2691 0.6758 -4.7401
H35 -0.8928 -0.4686 -6.5946
H36 -0.9694 -2.8159 -7.0118
C22 -1.0581 -1.4023 7.6664
C23 0.0114 -0.8008 6.8937
C24 -0.0158 -1.2124 5.5958
S1 -1.6335 -1.3594 5.1569
O6 -1.8655 -2.6167 4.3758
O7 -1.7840 -0.0829 4.5168
C25 -2.2578 -1.3687 6.7623
H37 -1.3343 -0.8600 8.4467
H38 -0.8572 -2.2677 8.1621
H39 0.9644 -1.0279 7.3178
H40 -0.0918 0.2807 6.9223
H41 0.5979 -2.2584 5.3938
H42 0.5942 -0.6160 4.9324
H43 -2.8711 -2.2507 6.9951
H44 -2.7867 -0.5490 6.9621

Forces on atoms 1 to 2 (eV/Å):
5.32 4.91 2.32
-0.28 5.12 0.04

Computed, not measured: a molecular structure, C25H44O2P4Pt, with ωB97M-V/def2-TZVPD.

Summary:
* molar mass: 695.60 g/mol
* orbital gap (alpha / beta): 5.78 / 4.82 eV
* largest force on an atom: 13.06 eV/Å
* 2S+1: 5
* net charge: +4

Geometry (Å):
P1 3.5454 -0.9799 0.3281
C1 4.3618 -0.8967 1.9240
H1 5.4139 -1.1645 1.7673
H2 3.9152 -1.6056 2.6402
H3 4.2922 0.1189 2.3469
C2 3.6335 -2.6903 -0.2816
H4 2.9521 -2.8520 -1.1381
H5 3.3666 -3.4417 0.4836
H6 4.6417 -2.9457 -0.6423
C3 4.1036 0.3247 -0.8401
H7 4.9715 0.0223 -1.4756
H8 4.3867 1.2493 -0.2884
H9 3.3392 0.6719 -1.5678
P2 -0.7691 4.2812 -0.4795
C4 -0.5875 4.2552 1.2601
H10 -0.6448 5.3719 1.2798
H11 0.3163 3.7619 1.6295
H12 -1.4428 3.7037 1.6787
C5 -0.2132 5.7643 -1.2634
H13 -0.5285 5.8180 -2.3105
H14 0.8840 5.8187 -1.2284
H15 -0.8219 6.3596 -0.5773
C6 -2.5530 4.3233 -0.7377
H16 -2.7556 5.1434 -0.0348
H17 -3.0371 3.3705 -0.4857
H18 -2.7468 4.5825 -1.7903
P3 -2.9997 -2.3805 0.5181
C7 -3.7661 -3.2629 1.8794
H19 -3.9131 -4.3246 1.5937
H20 -4.7451 -2.8130 2.1310
H21 -3.1041 -3.1781 2.7554
C8 -4.0962 -2.3941 -0.9346
H22 -4.7420 -3.2952 -0.9676
H23 -3.5135 -2.3610 -1.8771
H24 -4.7752 -1.5242 -0.9006
C9 -1.4594 -3.2028 -0.0226
H25 -1.5891 -4.3130 -0.0829
H26 -0.6416 -2.9804 0.7001
H27 -1.1737 -2.8116 -1.0262
Pt1 -0.0970 0.6970 -3.9003
C10 1.8258 -0.3608 1.0085
O1 0.9953 0.4519 0.7680
C11 -2.2958 -0.6612 0.9019
O2 -1.9265 0.4257 0.6097
C12 -0.9655 -0.8944 -4.6358
C13 -0.6775 -1.1965 -3.2348
C14 0.5468 -0.8631 -2.6166
C15 1.5818 -0.4009 -3.4999
C16 1.3868 -0.0794 -4.9175
C17 0.0805 -0.2982 -5.5461
H28 -1.9881 -0.6662 -4.9287
H29 -1.4995 -1.3662 -2.5126
H30 0.6344 -0.7967 -1.4934
H31 2.4528 -0.0104 -2.9670
H32 2.0302 0.5728 -5.4923
H33 -0.1750 0.1417 -6.5019
C18 -1.1750 -2.2777 5.4079
P4 -0.4019 -1.8525 3.7837
C19 0.1016 -0.1134 4.0975
C20 1.2370 -2.6966 3.9707
C21 1.6062 -3.6816 3.0302
C22 2.8494 -4.3196 3.1104
C23 3.7265 -4.0151 4.1552
C24 3.3565 -3.0597 5.1054
C25 2.1246 -2.3959 5.0178
H34 -2.2493 -2.0548 5.3620
H35 -0.7206 -1.7041 6.2236
H36 -1.0623 -3.3473 5.6236
H37 0.0761 0.0809 5.1720
H38 1.1015 0.0982 3.7150
H39 -0.6065 0.5571 3.6009
H40 0.9040 -3.9533 2.2368
H41 3.1300 -5.0742 2.3706
H42 4.6876 -4.5356 4.2254
H43 4.0286 -2.8307 5.9354
H44 1.8540 -1.6480 5.7715

Forces on atoms 1 to 2 (eV/Å):
0.17 0.59 0.23
0.33 0.25 0.01

Computed, not measured: a molecular structure, C25H45AuNP2S, with ωB97M-V/def2-TZVPD.

Summary:
* molar mass: 650.62 g/mol
* orbital gap (alpha / beta): 7.12 / 3.75 eV
* energy relative to the best compared isomer or geometry (same formula, charge and spin): 2.89 kcal per mole
* largest force on an atom: 4.13 eV/Å
* 2S+1: 3
* net charge: +1

Geometry (Å):
Au1 -0.0318 0.4227 1.0190
C1 2.1210 0.6232 -1.9599
C2 0.9064 0.1358 -2.5152
C3 0.6366 2.3793 -2.0611
C4 1.9886 2.0340 -1.7866
C5 -0.0080 1.2227 -2.5830
C6 3.2984 -0.2124 -1.6320
H1 3.0024 -1.2400 -1.3766
H2 3.8283 0.2045 -0.7685
H3 4.0115 -0.2742 -2.4690
C7 3.0823 2.9849 -1.4676
H4 4.0214 2.4351 -1.2912
H5 2.8677 3.6477 -0.6152
H6 3.2950 3.6277 -2.3440
C8 0.0170 3.7096 -1.8796
H7 -0.0440 4.2667 -2.8287
H8 0.5961 4.2977 -1.1559
H9 -1.0082 3.5995 -1.4977
C9 -1.3780 1.1508 -3.1429
H10 -1.3559 1.3437 -4.2306
H11 -2.0461 1.9028 -2.6935
H12 -1.8209 0.1478 -3.0129
C10 0.6551 -1.2381 -3.0135
H13 1.1188 -1.4017 -3.9999
H14 -0.4160 -1.4312 -3.1522
H15 1.0697 -2.0024 -2.3373
C11 -0.6408 -2.8756 1.2792
C12 0.1236 -3.1099 0.2076
C13 -0.1109 -4.2547 -0.7338
C14 -1.3076 -4.1605 -1.7156
C15 -2.1676 -2.9265 -1.6799
C16 -2.9441 -2.6339 -0.6360
C17 -3.0699 -3.5439 0.5546
C18 -1.8991 -3.6274 1.5794
H16 -0.2392 -5.1901 -0.1669
H17 -1.9252 -5.0589 -1.5442
H18 0.8033 -4.3860 -1.3348
H19 -1.6897 -4.6989 1.7419
H20 -0.3361 -2.1654 2.0554
H21 1.0112 -2.4994 0.0047
H22 -2.2743 -3.2474 2.5409
H23 -3.9640 -3.2257 1.1174
H24 -3.6374 -1.7884 -0.6518
H25 -3.2560 -4.5816 0.2270
H26 -0.8998 -4.2595 -2.7337
H27 -2.2183 -2.3647 -2.6161
P1 2.0760 0.2266 2.0546
C19 3.4551 1.3870 1.9144
H28 4.1001 1.1961 2.7845
H29 3.0978 2.4290 1.9549
H30 4.0330 1.2284 0.9964
C20 1.4763 0.4656 3.7505
H31 2.3395 0.4268 4.4186
H32 0.7610 -0.3298 3.9850
H33 0.9838 1.4423 3.8297
C21 2.8980 -1.3931 2.0365
H34 2.1796 -2.1884 2.2873
H35 3.6923 -1.3443 2.7990
H36 3.3467 -1.5846 1.0462
P2 -2.1674 1.3937 1.1947
C22 -3.3417 1.3592 -0.1804
H37 -4.3691 1.2636 0.1962
H38 -3.1256 0.5097 -0.8379
H39 -3.2831 2.2841 -0.7686
C23 -2.8848 0.3924 2.5237
H40 -3.3045 -0.5256 2.0976
H41 -3.6724 0.9366 3.0515
H42 -2.0871 0.1238 3.2259
C24 -2.1637 3.1216 1.7841
H43 -3.1819 3.4761 1.9958
H44 -1.7075 3.7698 1.0211
H45 -1.5486 3.2057 2.6940
S1 1.0353 3.6444 2.1318
C25 1.5981 5.1340 1.8051
N1 1.9998 6.2112 1.5085

Forces on atoms 1 to 2 (eV/Å):
0.28 0.94 -0.20
-0.13 -0.11 -0.16

Computed, not measured: 6 unconnected molecules or ions with the total composition C25H45B4ClNO15P, with ωB97M-V/def2-TZVPD.

Summary:
* molar mass: 709.30 g/mol
* SMILES string: CCB(O)B1OB(CCCN)OB(P(O)Cl)O1.O=C1CCCO1.O=C1CCCO1.O=C1CCCO1.O=C1CCCO1.O=C1CCCO1
* orbital gap: 9.12 eV
* energy relative to the best compared isomer or geometry (same formula, charge and spin): 0.00 kcal per mole
* largest force on an atom: 1.57 eV/Å

Geometry (Å):
C1 1.5943 -0.4995 -2.2650
C2 1.9082 0.7793 -3.0969
B1 3.2480 1.3296 -2.5120
O1 4.4587 0.9966 -3.0953
B2 3.2510 2.3001 -1.1033
O2 3.4290 1.7910 0.1727
B3 3.4139 2.5938 1.3100
C3 3.5078 1.9801 2.7300
C4 2.3365 1.0011 2.9968
C5 2.7122 -0.0653 4.0189
N1 1.5122 -0.6500 4.6343
O3 3.2575 3.9680 1.0862
B4 2.4999 4.1723 -0.0420
P1 0.7516 5.0364 0.0667
O4 0.0079 4.4228 -1.2543
Cl1 0.0703 3.8373 1.6086
O5 3.0045 3.6798 -1.2272
H1 2.5169 -0.9498 -1.8908
H2 1.0005 -0.2309 -1.3963
H3 1.0654 -1.2346 -2.8709
H4 1.0660 1.4768 -3.0254
H5 1.9991 0.5269 -4.1612
H6 4.5301 1.2211 -4.0322
H7 3.4904 2.7708 3.4839
H8 4.4557 1.4404 2.8569
H9 2.0032 0.5274 2.0695
H10 1.5122 1.5590 3.4458
H11 3.2781 0.4267 4.8155
H12 3.3502 -0.8196 3.5411
H13 1.7664 -1.0841 5.5152
H14 1.1652 -1.4055 4.0507
H15 0.0503 3.4577 -1.3231
O6 0.8828 -1.3740 0.6073
C6 -0.0404 -1.2553 1.3648
C7 -1.5100 -1.0941 1.0463
C8 -2.0930 -0.6030 2.3723
C9 -1.1372 -1.2272 3.3786
O7 0.1384 -1.2876 2.7073
H16 -1.8968 -2.0697 0.7500
H17 -1.6500 -0.3912 0.2284
H18 -3.1277 -0.8903 2.5395
H19 -2.0197 0.4857 2.4253
H20 -1.4301 -2.2464 3.6405
H21 -1.0087 -0.6477 4.2899
O8 -1.9806 -3.8071 -0.5689
C10 -1.8988 -4.8239 0.0581
C11 -1.2878 -6.1459 -0.3628
C12 -1.8307 -7.1178 0.6823
C13 -2.0211 -6.2013 1.8871
O9 -2.3440 -4.9143 1.3338
H22 -0.2020 -6.0447 -0.3125
H23 -1.5754 -6.3846 -1.3831
H24 -1.1791 -7.9630 0.8922
H25 -2.7965 -7.5067 0.3574
H26 -1.1080 -6.0997 2.4774
H27 -2.8338 -6.5019 2.5436
O10 -0.1904 -4.4713 -7.9005
C14 -0.5976 -3.7584 -7.0316
C15 -0.8696 -2.2639 -7.0868
C16 -0.9714 -1.8842 -5.6126
C17 -1.4731 -3.1813 -4.9876
O11 -0.9141 -4.2281 -5.7992
H28 -1.8089 -2.1106 -7.6214
H29 -0.0697 -1.7583 -7.6207
H30 -1.6222 -1.0355 -5.4131
H31 0.0200 -1.6453 -5.2240
H32 -2.5617 -3.2633 -5.0255
H33 -1.1475 -3.3288 -3.9606
O12 5.0041 9.4026 -4.0905
C18 4.8772 8.5511 -3.2617
C19 5.4856 8.4899 -1.8707
C20 5.2960 7.0269 -1.4798
C21 4.0461 6.6539 -2.2719
O13 4.0980 7.4581 -3.4596
H34 4.9229 9.1681 -1.2265
H35 6.5238 8.8086 -1.9023
H36 5.1881 6.8565 -0.4104
H37 6.1434 6.4373 -1.8322
H38 3.1263 6.8985 -1.7323
H39 4.0199 5.6064 -2.5570
O14 -5.0763 -1.7373 2.6027
C22 -5.9344 -1.6168 3.4284
C23 -7.4262 -1.4383 3.2196
C24 -7.9033 -0.9470 4.5844
C25 -6.8799 -1.5849 5.5186
O15 -5.6633 -1.6504 4.7547
H40 -7.8480 -2.4100 2.9558
H41 -7.6098 -0.7394 2.4084
H42 -8.9277 -1.2195 4.8283
H43 -7.8207 0.1393 4.6338
H44 -7.1578 -2.6014 5.8050
H45 -6.6855 -1.0063 6.4179

Forces on atoms 1 to 2 (eV/Å):
0.23 0.55 -0.15
-0.31 0.03 -0.49

Computed, not measured: 4 unconnected molecules or ions with the total composition C25H45BN4O12P, with ωB97M-V/def2-TZVPD.

Summary:
* molar mass: 635.44 g/mol
* orbital gap: 7.11 eV
* largest force on an atom: 6.00 eV/Å
* net charge: +1

Geometry (Å):
C1 3.4327 -2.7045 1.2830
C2 3.7522 -1.1212 0.9982
C3 2.7425 -0.0651 1.7451
C4 1.1449 -0.3305 1.4813
C5 0.6541 0.0348 -0.0670
N1 -0.6977 -0.6353 -0.4153
N2 -1.4497 -0.9313 0.6780
C6 -2.7679 -1.5851 0.4634
C7 -3.6581 -1.9132 1.8422
C8 -3.1987 -3.3449 2.5557
C9 -3.3187 -0.6324 2.8633
C10 -3.8466 0.7548 2.1110
C11 -3.3777 -2.0313 -1.0300
B1 -4.8421 -2.7575 -1.2012
O1 -4.9717 -4.1857 -0.7890
O2 -6.0496 -2.0593 -1.7016
C12 -2.3592 -1.6293 -2.2957
N3 -2.7626 -1.9853 -3.7087
C13 -0.9363 -0.8469 -1.8867
P1 0.1872 -0.3417 -3.3404
N4 -0.7798 0.1028 -4.8166
O3 1.0680 1.1576 -3.0226
H1 3.8197 -3.0910 2.3341
H2 4.0542 -3.3198 0.4739
H3 2.3044 -3.0078 1.1728
H4 4.8418 -0.9076 1.4192
H5 3.6774 -0.9236 -0.1552
H6 2.9893 1.0568 1.4305
H7 2.9240 -0.1432 2.9102
H8 0.5115 0.3650 2.2028
H9 0.9021 -1.4450 1.7817
H10 0.5165 1.1848 -0.2454
H11 1.5242 -0.3481 -0.7681
H12 -4.8130 -1.8630 1.6647
H13 -3.8700 -4.2235 2.1596
H14 -3.3926 -3.2779 3.7313
H15 -2.0502 -3.5357 2.4283
H16 -2.1952 -0.5905 3.1870
H17 -3.9567 -0.7007 3.8660
H18 -3.8997 1.6395 2.9052
H19 -3.0992 1.1108 1.2628
H20 -4.9294 0.5833 1.6400
H21 -4.1074 -4.4450 -0.3212
H22 -6.7237 -2.7933 -1.8526
H23 -1.8427 -2.2251 -4.1885
H24 -3.3098 -2.8709 -3.7730
H25 -1.7660 0.3293 -4.5382
H26 -0.3811 1.0107 -5.1981
H27 0.3869 1.7448 -2.5464
C14 -6.5480 2.4440 -2.8651
C15 -5.5668 1.9082 -3.8881
C16 -4.4461 1.1178 -3.2836
O4 -3.4048 1.2913 -4.2275
C17 -3.6333 2.4947 -4.8347
O5 -2.8312 3.0699 -5.5503
O6 -4.8780 2.9704 -4.5287
H28 -7.3143 3.0528 -3.3564
H29 -7.0397 1.6308 -2.3231
H30 -6.0471 3.0981 -2.1426
H31 -6.0969 1.3344 -4.6578
H32 -4.6955 0.0587 -3.1722
H33 -4.1062 1.5082 -2.3180
C18 1.8729 6.2199 -1.5650
C19 2.3201 5.1217 -0.6214
C20 2.7115 3.8557 -1.3215
O7 2.4525 2.8695 -0.3389
C21 1.4541 3.3673 0.4512
O8 0.8298 2.7130 1.2688
O9 1.2444 4.6946 0.1992
H34 1.5527 7.1005 -0.9981
H35 2.6796 6.5131 -2.2432
H36 1.0092 5.9019 -2.1596
H37 3.1216 5.4864 0.0323
H38 3.7666 3.8476 -1.6098
H39 2.0988 3.6354 -2.2027
C22 7.5218 -1.2059 5.3634
C23 6.7751 -2.0651 4.3630
C24 7.3865 -3.4190 4.1652
O10 6.9921 -3.7432 2.8443
C25 6.8367 -2.5545 2.1871
O11 6.7069 -2.4453 0.9798
O12 6.8521 -1.5042 3.0621
H40 7.0617 -0.2144 5.4305
H41 7.5195 -1.6621 6.3579
H42 8.5596 -1.0467 5.0500
H43 5.7164 -2.1362 4.6399
H44 7.0041 -4.1573 4.8759
H45 8.4813 -3.4155 4.2082

Forces on atoms 1 to 2 (eV/Å):
0.71 -0.52 -0.53
-0.31 0.15 0.64

Computed, not measured: a molecular structure, C25H45ClFPRu, with ωB97M-V/def2-TZVPD.

Summary:
* molar mass: 532.13 g/mol
* orbital gap (alpha / beta): 7.15 / 7.60 eV
* energy relative to the best compared isomer or geometry (same formula, charge and spin): 0.00 kcal per mole
* largest force on an atom: 4.86 eV/Å
* 2S+1: 5

Geometry (Å):
Ru1 -0.5497 0.6808 0.0244
Cl1 -0.4074 -0.0775 2.1834
P1 -0.2698 0.0417 -2.2552
C1 2.0512 -1.3392 -0.2620
H1 1.8905 -1.7563 -1.2580
H2 1.3328 -1.6337 0.5292
C2 -1.5213 1.3604 -2.6765
C3 -0.9692 -1.6328 -2.8141
C4 -1.6633 1.8967 -4.1070
H3 -2.4841 0.8996 -2.4020
C5 -2.8460 2.8708 -4.1521
H4 -0.7438 2.4206 -4.3943
H5 -1.8164 1.0811 -4.8265
C6 -2.7673 3.9721 -3.0863
H6 -2.9146 3.3172 -5.1511
H7 -3.7689 2.2987 -3.9920
C7 -2.4375 3.4504 -1.6852
H8 -2.0086 4.7071 -3.3822
H9 -3.7201 4.5095 -3.0517
C8 -1.2449 2.4940 -1.7063
H10 -2.2309 4.2796 -0.9990
H11 -3.2981 2.9058 -1.2717
H12 -0.3407 3.0343 -2.0006
H13 -1.1308 2.1328 -0.6290
C9 1.2089 0.3571 -3.4350
C10 0.1093 -2.7080 -3.0204
H14 -1.5393 -1.8812 -1.9004
C11 -0.4875 -4.0894 -3.3196
H15 0.7759 -2.4205 -3.8461
H16 0.7308 -2.7820 -2.1248
C12 -1.4994 -4.0774 -4.4668
H17 0.3240 -4.7888 -3.5508
H18 -0.9719 -4.4576 -2.4056
C13 -2.5439 -2.9694 -4.3067
H19 -0.9717 -3.9560 -5.4217
H20 -1.9935 -5.0550 -4.5212
C14 -1.9397 -1.5887 -4.0087
H21 -3.1636 -2.9131 -5.2090
H22 -3.2144 -3.2285 -3.4780
H23 -1.4144 -1.2270 -4.9055
H24 -2.7557 -0.8778 -3.8208
C15 1.7545 1.7835 -3.3512
H25 1.9540 -0.3388 -3.0070
C16 3.1048 1.8827 -4.0622
H26 1.0367 2.4657 -3.8276
H27 1.8615 2.1148 -2.3128
C17 3.0263 1.4417 -5.5243
H28 3.4672 2.9118 -3.9960
H29 3.8310 1.2567 -3.5303
C18 2.3199 0.0943 -5.6896
H30 2.5026 2.2083 -6.1101
H31 4.0355 1.3777 -5.9427
C19 0.9992 0.0010 -4.9193
H32 2.1303 -0.0999 -6.7489
H33 2.9864 -0.7062 -5.3449
H34 0.2737 0.7054 -5.3544
H35 0.5739 -1.0022 -5.0517
C20 1.4978 1.0817 0.1969
C21 2.8610 -0.2900 0.0066
H36 1.8285 1.6228 -0.7030
C22 3.6857 -0.3469 1.2766
H37 3.3705 0.2223 -0.8453
C23 2.9623 0.0992 2.5301
H38 3.9718 -1.3979 1.4456
H39 4.5984 0.2277 1.1348
C24 2.6913 1.5895 2.5582
H40 1.9959 -0.4117 2.6133
H41 3.5786 -0.1581 3.3951
C25 1.7721 2.0061 1.3761
H42 2.1961 1.8676 3.5030
H43 3.6397 2.1587 2.5523
H44 0.7947 2.2950 1.7849
H45 2.2166 2.9241 0.9632
F1 -2.2526 -0.2392 -0.2308

Forces on atoms 1 to 2 (eV/Å):
1.48 -2.88 1.86
-0.32 -0.07 0.55

Here are the calculated DFT total energy numbers, same order: -61693.156 -71085.635 -61242.281 -83384.282 -67137.990 -53762.548 (eV).